(1)
DFT (ωB97M-V/def2-TZVPD) results for a structure of composition C27H37F2N4O9P2S4Si.

Properties
HOMO level: -6.69 eV
Orbital gap: 7.761 eV
Total charge: -1
E: -4712.0651 Ha

The geometry in XYZ format:
```
86
Properties=species:S:1:pos:R:3:forces:R:3:mulliken_charge:R:1
C 6.305605 0.714411 -0.067447 -0.14 -0.15 0.02 -1.12
Si 4.636716 0.101967 -0.646515 0.35 0.18 -0.29 0.32
C 3.827474 1.447612 -1.652135 0.09 0.02 -0.10 -1.02
C 4.929906 -1.345799 -1.797816 -0.31 -0.01 0.14 -1.14
O 3.680773 -0.325636 0.631883 0.07 -0.17 -0.10 -0.07
C 3.518842 -1.694221 1.000829 -0.14 0.15 0.10 -0.69
C 2.699867 -1.799418 2.287438 0.15 -0.34 -0.05 -1.65
C 1.667165 -0.730879 2.538490 0.22 -0.02 0.08 0.60
C 1.743540 -0.072013 3.758227 -0.14 0.30 0.21 -1.35
C 0.845188 0.919334 4.118666 -0.24 -0.02 -0.18 -1.49
C -0.159747 1.265231 3.229169 0.08 -0.08 0.02 1.12
C -0.277080 0.591398 2.010667 0.14 0.06 -0.11 0.99
C 0.635385 -0.406718 1.647137 -0.27 0.24 0.04 0.77
P 0.507199 -1.271472 0.065040 -0.33 -0.67 0.04 1.17
N 0.279726 -2.824207 0.153670 0.24 0.28 -0.25 -0.83
C -1.430253 1.016311 1.159778 -0.10 -0.11 0.03 -0.17
O -2.171415 0.229876 0.609430 0.11 0.04 -0.10 -0.55
C -1.637042 2.498319 1.096838 0.07 0.09 -0.02 0.18
C -1.491943 3.169646 2.311585 -0.03 0.06 -0.10 0.84
C -1.643133 4.541040 2.374927 -0.08 -0.02 -0.07 -1.22
C -1.930904 5.229837 1.204607 0.05 -0.07 0.16 -0.77
C -2.059237 4.580365 -0.021761 -0.27 -0.34 -0.15 0.56
P -2.363472 5.784824 -1.384137 0.34 0.30 0.25 0.05
N -0.838085 5.833403 -2.197745 0.01 -0.33 0.05 -0.69
O -3.170516 4.880743 -2.497936 0.03 -0.09 -0.06 -0.41
C -1.914454 3.179434 -0.092854 -0.02 0.15 0.17 0.12
C -1.989269 2.399728 -1.379838 0.17 -0.03 -0.24 -0.33
C -3.366189 1.783036 -1.670901 -0.16 -0.09 0.22 -1.30
C -3.284347 0.359870 -2.229522 -0.21 0.07 0.09 0.97
S -3.346671 0.386508 -4.046484 0.38 -0.05 0.10 -0.16
C -3.837213 -1.301922 -4.457406 0.22 0.21 -0.12 0.14
S -5.422004 -1.652238 -4.593391 -0.08 -0.07 -0.15 -0.27
N -2.800931 -2.146023 -4.777368 -0.91 -0.36 0.74 0.23
C -3.175955 -3.381851 -5.457839 0.39 -0.35 -0.23 -0.84
C -1.910509 -4.172441 -5.699429 0.01 0.03 0.12 -0.60
O -1.427597 -4.718755 -4.483635 0.14 0.01 -0.02 -0.41
C -1.647874 -3.872321 -3.367750 -0.04 0.06 0.23 -0.74
C -1.789728 -2.392644 -3.708250 0.62 0.20 -0.62 0.15
C -1.134166 2.355721 3.517638 -0.15 -0.07 0.19 -0.38
O -1.613257 2.573305 4.605543 0.34 0.20 -0.09 -0.57
H 6.722398 0.035648 0.678048 0.05 0.01 0.05 0.30
H 6.988373 0.729317 -0.919149 0.06 0.09 0.00 0.33
H 6.254147 1.713687 0.362477 0.03 0.04 0.05 0.31
H 3.754142 2.401317 -1.130447 -0.12 -0.02 0.10 0.32
H 2.848943 1.161085 -2.038824 -0.09 0.02 0.10 0.26
H 4.469935 1.613234 -2.522358 0.02 0.03 -0.02 0.34
H 5.459157 -1.004787 -2.687926 0.09 0.01 -0.01 0.42
H 3.975670 -1.763114 -2.127626 0.00 -0.09 -0.03 0.34
H 5.502767 -2.146015 -1.329860 0.05 -0.04 -0.02 0.33
H 4.496940 -2.152551 1.164876 0.02 -0.08 0.06 0.53
H 3.035109 -2.261502 0.200832 0.03 0.07 -0.07 0.43
H 3.390739 -1.807621 3.128072 -0.07 0.09 0.11 0.47
H 2.205186 -2.774030 2.282182 -0.04 -0.03 0.01 0.44
H 2.513481 -0.323454 4.474165 0.05 -0.10 -0.06 0.52
H 0.925921 1.416755 5.073770 -0.03 -0.09 0.07 0.49
H 1.694222 -0.881216 -0.568387 0.00 0.12 -0.05 -0.18
H -0.450977 -0.578496 -0.676449 0.10 0.29 -0.06 -0.60
H -0.584462 -3.091359 -0.299246 -0.07 -0.19 0.16 0.26
H -1.528772 5.056043 3.318371 -0.04 -0.01 0.05 0.51
H -2.040932 6.307642 1.247172 -0.08 0.03 -0.05 0.37
H -0.548846 4.909518 -2.513166 0.02 -0.02 0.02 0.34
H -0.111174 6.147095 -1.562079 0.00 0.30 -0.12 0.30
H -2.880315 5.142172 -3.379962 -0.16 0.02 -0.08 0.31
H -1.251337 1.596895 -1.330603 -0.01 -0.03 0.05 0.22
H -1.679542 3.022549 -2.214379 -0.04 0.07 -0.04 0.32
H -3.932182 1.725064 -0.741576 0.07 0.00 0.05 0.41
H -3.942348 2.427065 -2.333256 0.02 0.05 -0.04 0.68
H -4.110810 -0.240221 -1.852618 -0.09 -0.02 -0.14 0.55
H -2.358283 -0.099996 -1.897722 0.01 -0.07 0.04 -1.08
H -3.855912 -3.994586 -4.860214 -0.17 0.09 -0.03 0.40
H -3.652870 -3.164145 -6.411558 -0.14 0.21 0.07 0.59
H -2.103174 -5.002278 -6.376339 0.02 -0.07 0.02 0.40
H -1.145922 -3.525457 -6.143848 0.00 0.00 -0.12 0.26
H -0.778936 -3.967813 -2.715453 0.01 -0.01 0.06 0.35
H -2.514497 -4.212086 -2.791961 -0.12 -0.05 -0.14 0.35
H -2.058994 -1.876201 -2.795013 -0.06 0.09 0.04 -0.14
H -0.820562 -2.012871 -4.037430 -0.01 0.08 -0.01 0.11
N -0.067055 -1.843453 6.388372 0.03 0.00 0.39 -0.14
S -0.893438 -3.101157 6.916905 -0.15 -0.13 -0.34 1.03
O -1.612586 -2.860583 8.125095 -0.02 0.01 0.01 -0.61
O -0.236507 -4.356152 6.749981 -0.01 0.00 -0.03 -0.59
F -1.997658 -3.072601 5.782351 0.10 0.05 0.01 -0.26
S 1.162839 -1.398697 7.249242 0.24 0.25 0.30 1.07
O 1.624551 -0.104382 6.842376 -0.10 -0.07 -0.27 -0.59
O 2.150246 -2.401881 7.495074 -0.04 -0.07 -0.02 -0.62
F 0.538931 -1.119740 8.686688 0.04 -0.01 -0.02 -0.28
```
Positions in Å, forces in eV/Å.

=====

(2)
DFT (ωB97M-V/def2-TZVPD) results for an isolated molecule of C6H7NO2S.

Properties
HOMO level: -9.29 eV
Orbital gap: 9.044 eV
Total charge: 0
SMILES: C/C=C1\SC(=O)N(C)C1=O
E: -836.2194 Ha

The geometry in XYZ format:
```
17
Properties=species:S:1:pos:R:3:forces:R:3:mulliken_charge:R:1
C 2.900250 -1.439570 0.095749 -2.95 -1.87 -3.91 -1.28
C 2.030357 -0.208365 0.001685 0.90 1.14 0.45 0.07
C 0.695509 -0.211530 -0.116650 0.64 -0.91 1.00 0.26
S -0.226639 -1.720890 0.029579 -1.20 0.61 -0.23 -0.20
C -1.769309 -0.776865 0.044666 -5.86 -3.10 -1.17 0.60
O -3.012556 -1.308530 -0.059159 7.14 2.90 0.91 -0.62
N -1.521517 0.568267 0.029220 -1.18 -1.74 0.45 0.02
C -2.612182 1.549071 0.047203 0.06 -2.54 -5.76 -0.95
C -0.212070 0.950763 -0.035205 0.79 0.27 -0.47 0.34
O 0.123387 2.102109 -0.063518 0.38 0.78 0.05 -0.59
H 2.497751 -2.373344 0.561206 -0.39 0.95 -0.35 0.34
H 3.767071 -1.284747 0.573643 3.27 0.97 1.54 0.40
H 3.142725 -1.761780 -1.026543 -0.28 0.62 2.25 0.26
H 2.621916 0.779436 0.064652 -1.36 -1.49 -0.29 0.31
H -2.130152 2.285531 -0.592419 -0.77 0.94 0.46 0.37
H -2.776505 1.789356 1.004964 -1.10 1.33 3.27 0.35
H -3.518030 1.061080 -0.559073 1.91 1.13 1.79 0.29
```
Positions in Å, forces in eV/Å.

=====

(3)
DFT (ωB97M-V/def2-TZVPD) results for an isolated molecule of C6H5NO2.

Properties
HOMO level: -9.69 eV
Orbital gap: 9.218 eV
Total charge: 0
SMILES: O=C[C@H]1[C@H]2C=CC(=O)N21
E: -436.6652 Ha

The geometry in XYZ format:
```
14
Properties=species:S:1:pos:R:3:forces:R:3:mulliken_charge:R:1
O -0.610397 0.219533 -3.203968 0.95 1.68 6.55 -0.50
C -0.487486 0.369790 -1.890956 -0.42 -3.89 -6.32 -0.07
C 0.702146 -0.202993 -1.181145 2.17 1.73 -0.55 -0.05
C 1.095907 0.186654 0.294234 0.16 0.89 -4.03 0.15
C 0.101396 1.007521 1.010487 -1.98 0.36 5.23 -0.52
C -0.648992 0.156839 1.821166 0.00 -0.61 -1.37 -0.24
C -0.439294 -1.322070 1.027396 -2.84 1.96 -2.05 0.39
O -1.266170 -2.184402 0.972536 1.31 0.30 0.78 -0.44
N 0.593976 -1.128611 -0.104490 0.06 -0.16 4.76 -0.30
H -1.409609 0.364800 -1.314882 -0.21 0.98 0.27 0.30
H 1.732942 -0.339200 -1.723553 -2.64 -0.03 0.25 0.31
H 2.168088 0.343362 0.273724 -0.12 0.15 0.85 0.42
H -0.009764 2.158754 1.332673 0.93 -2.62 -1.54 0.27
H -1.522745 0.370022 2.686778 2.63 -0.75 -2.84 0.30
```
Positions in Å, forces in eV/Å.

=====

(4)
DFT (ωB97M-V/def2-TZVPD) results for a structure of composition C20H30AlBrCaCl3LiMgO12PS.

Properties
HOMO level: -3.81 eV
Orbital gap: 1.791 eV
Total charge: -1
E: -7504.3616 Ha

The geometry in XYZ format:
```
72
Properties=species:S:1:pos:R:3:forces:R:3:mulliken_charge:R:1
C -0.870650 -1.809935 3.284522 1.01 1.35 -0.62 -1.22
C -0.472004 -0.634462 2.290432 -2.96 0.01 -0.07 2.99
C -1.743890 0.239059 1.937053 0.77 -0.09 0.98 -0.45
Al -1.794698 2.092782 2.798243 -2.24 0.11 -1.82 0.07
O 0.078174 -1.127758 1.107903 1.46 0.09 0.63 -0.39
C 1.473323 -0.838090 0.984661 0.28 0.71 -1.05 -1.23
C 1.739986 0.593599 0.417468 0.04 0.00 1.40 1.54
C 2.280352 0.697308 -0.836775 1.28 0.67 -0.27 -0.45
C 2.538187 1.977194 -1.399398 -0.20 0.27 -0.92 0.17
C 2.278495 3.183694 -0.725607 0.84 -0.08 0.58 -1.35
C 1.738190 3.098582 0.531932 0.10 -0.33 0.60 -0.78
C 1.489914 1.839166 1.097245 0.34 -0.79 -0.04 0.26
H -0.537694 -2.770054 2.871584 -0.32 0.14 0.21 0.35
H -0.323498 -1.661136 4.253714 0.36 -0.18 -2.14 -0.17
H -1.947064 -1.750386 3.504944 0.28 -0.35 -0.12 0.68
H 0.251362 0.012666 2.851992 0.30 -0.47 -0.39 -2.12
H -1.823596 0.422646 0.854893 0.38 -0.07 0.27 0.48
H -2.671037 -0.271051 2.245794 0.40 0.06 -0.06 -0.09
H -3.236723 2.413758 3.408990 0.20 -0.12 0.50 -0.36
H -0.668099 2.181576 3.929332 -0.68 0.43 0.71 -0.13
H -1.519561 3.233304 1.704611 0.62 0.07 0.31 -0.21
H 1.875714 -1.548593 0.246555 -0.22 0.25 0.22 0.43
H 2.039492 -1.036310 1.919268 -0.43 0.15 -0.08 0.27
H 2.529474 -0.171681 -1.454184 -0.42 0.05 0.21 -0.44
H 3.005311 2.069454 -2.406879 -0.67 -0.12 0.46 0.56
H 2.489650 4.172578 -1.131277 -0.08 -0.49 -0.31 0.52
H 1.521842 4.006213 1.099389 -0.14 -0.27 -0.16 0.67
H 1.082791 1.868365 2.107436 -0.49 -0.18 -2.41 -0.69
C 1.298552 -3.413769 -5.941136 0.12 0.04 0.09 -0.44
C 2.320193 -2.658362 -5.529861 0.09 -0.19 -0.10 -0.38
C 2.205587 -1.804412 -4.338762 -0.01 0.35 0.08 0.52
O 3.151231 -1.111958 -3.967852 -0.76 -1.75 1.64 -0.32
C 0.920043 -1.808171 -3.617953 -0.15 0.17 -0.16 -0.04
C -0.102452 -2.563373 -4.025219 0.07 0.02 0.17 -0.70
C 0.011113 -3.425519 -5.219111 -0.12 -0.04 -0.16 0.28
O -0.922413 -4.118321 -5.591267 0.06 0.00 0.09 -0.61
H 1.365354 -4.047686 -6.815815 -0.03 0.03 -0.02 0.39
H 3.270803 -2.636970 -6.048029 -0.03 0.15 -0.04 0.41
H 0.851498 -1.168680 -2.745090 -0.11 0.13 -0.09 0.34
H -1.053003 -2.579399 -3.506342 -0.01 -0.02 -0.02 0.56
Cl -0.140497 0.296560 6.103487 1.09 1.78 0.06 -0.02
C -0.451453 1.485036 7.448431 0.01 0.76 0.76 -0.39
C -1.762595 1.210113 8.142406 -0.29 -0.17 -0.10 -0.65
Cl -3.148687 1.559315 7.091374 0.09 -0.06 -0.05 -0.12
H -0.424311 2.487654 7.026152 -0.13 -0.09 -0.15 0.36
H 0.374744 1.387347 8.150630 0.04 -0.23 -0.12 0.38
H -1.849348 1.853122 9.017933 0.15 0.07 -0.06 0.36
H -1.834802 0.174665 8.467808 0.03 0.02 -0.02 0.30
Mg -1.082405 -1.884045 5.805949 -1.67 -2.48 2.02 -0.05
Br 4.462902 0.432923 -5.370738 1.07 1.53 0.60 -0.67
O 4.133326 1.745993 -10.633685 -0.52 -0.12 -0.07 -0.55
P 4.046606 1.640583 -9.112664 0.06 0.07 0.02 0.85
O 3.185454 2.787905 -8.593559 0.39 0.38 -0.19 -0.49
O 5.455939 1.714400 -8.530673 -0.26 0.04 0.35 -0.44
O 3.410946 0.315502 -8.705173 0.35 -0.35 -0.36 -0.39
Li 4.490084 0.769238 -2.305239 -0.15 -0.38 -1.59 0.67
O 4.181460 5.091562 2.086700 -0.20 -0.19 0.10 -0.65
H 3.370688 5.562492 2.304155 0.08 0.14 -0.09 0.32
H 3.996919 4.690050 1.227830 0.06 -0.01 0.01 0.35
C -4.856000 -3.385814 0.336372 0.40 -0.28 -0.22 -0.30
C -4.185711 -2.034910 0.470780 -0.14 0.10 0.46 0.01
O -4.587016 -1.311860 -0.693340 -0.16 -0.44 -0.21 -0.26
S -6.068015 -1.770943 -1.122352 0.41 -0.06 0.29 1.09
O -7.000072 -0.839766 -0.601739 -0.25 0.01 -0.07 -0.55
O -6.046873 -2.140199 -2.485691 -0.10 0.12 -0.19 -0.52
O -6.141140 -3.105372 -0.221392 0.01 0.39 0.14 -0.34
H -4.313596 -4.030034 -0.359500 0.03 0.02 0.03 0.33
H -4.959732 -3.894035 1.292732 -0.24 0.04 -0.03 0.31
H -3.101847 -2.110618 0.521927 0.00 0.14 -0.27 0.09
H -4.554124 -1.495838 1.348164 0.02 -0.05 0.03 0.13
Ca 1.101743 1.780734 3.886610 1.68 -0.36 1.51 1.51
Cl 0.177164 1.872373 -2.141097 -0.85 -0.05 -0.64 -0.54
```
Positions in Å, forces in eV/Å.

=====

Question: The lowest HOMO level belongs to which entry?
Answer: C6H5NO2

=====

Question: The highest HOMO level belongs to which entry?
Answer: C20H30AlBrCaCl3LiMgO12PS

=====

Question: Which of these has the lowest E?
Answer: C20H30AlBrCaCl3LiMgO12PS